(1)
{"formula": "C61H55NO19", "method": "ωB97M-V/def2-TZVPD", "smiles": "CC(=O)NCCCCC1=CC(=O)C(CCCCCOC(C)=O)=CC1=O.O=C1C=CC(=O)C=C1.O=C1C=CC(=O)C=C1.O=C1C=CC(=O)C=C1.O=C1C=CC(=O)C=C1.O=C1C=CC(=O)C=C1.O=C1C=CC(=O)C=C1.O=C1C=CC(=O)C=C1", "spin_multiplicity": 1, "homo_lumo_gap_ev": 8.2, "symbols": ["C", "C", "O", "N", "C", "C", "C", "C", "C", "C", "C", "O", "C", "C", "C", "C", "C", "C", "O", "C", "C", "O", "C", "C", "O", "H", "H", "H", "H", "H", "H", "H", "H", "H", "H", "H", "H", "H", "H", "H", "H", "H", "H", "H", "H", "H", "H", "H", "H", "H", "H", "H", "O", "C", "C", "C", "C", "O", "C", "C", "H", "H", "H", "H", "O", "C", "C", "C", "C", "O", "C", "C", "H", "H", "H", "H", "O", "C", "C", "C", "C", "O", "C", "C", "H", "H", "H", "H", "O", "C", "C", "C", "C", "O", "C", "C", "H", "H", "H", "H", "O", "C", "C", "C", "C", "O", "C", "C", "H", "H", "H", "H", "O", "C", "C", "C", "C", "O", "C", "C", "H", "H", "H", "H", "O", "C", "C", "C", "C", "O", "C", "C", "H", "H", "H", "H"], "xyz": [[5.537, -2.028, 1.340], [4.836, -0.835, 1.921], [5.089, -0.432, 3.048], [3.883, -0.220, 1.119], [3.847, 1.253, 1.260], [2.862, 1.700, 2.322], [2.710, 3.224, 2.466], [2.753, 4.060, 1.179], [1.421, 4.210, 0.506], [0.528, 3.225, 0.338], [-0.772, 3.559, -0.309], [-1.834, 3.114, 0.093], [-0.683, 4.546, -1.432], [-1.547, 4.375, -2.647], [-1.532, 2.937, -3.202], [-2.638, 2.008, -2.646], [-2.067, 0.708, -2.086], [-3.085, -0.125, -1.318], [-2.653, -0.263, 0.056], [-3.635, -0.076, 0.971], [-3.320, 0.942, 2.025], [-4.684, -0.690, 0.946], [0.193, 5.546, -1.249], [1.021, 5.567, -0.014], [1.335, 6.595, 0.559], [6.449, -1.722, 0.835], [5.757, -2.734, 2.132], [4.891, -2.525, 0.618], [4.058, -0.479, 0.158], [3.520, 1.634, 0.294], [4.845, 1.643, 1.457], [1.916, 1.186, 2.176], [3.237, 1.327, 3.272], [1.732, 3.394, 2.912], [3.422, 3.593, 3.198], [3.503, 3.726, 0.467], [3.045, 5.070, 1.466], [0.666, 2.200, 0.648], [-2.560, 4.727, -2.492], [-1.084, 4.990, -3.417], [-0.561, 2.484, -3.009], [-1.669, 2.991, -4.278], [-3.361, 1.761, -3.419], [-3.172, 2.538, -1.862], [-1.232, 0.905, -1.421], [-1.667, 0.139, -2.924], [-3.122, -1.128, -1.737], [-4.092, 0.279, -1.370], [-2.252, 0.992, 2.209], [-3.827, 0.693, 2.947], [-3.623, 1.912, 1.641], [0.305, 6.339, -1.974], [11.603, 1.694, -2.322], [10.581, 1.130, -2.000], [9.375, 1.902, -1.597], [8.251, 1.287, -1.242], [8.157, -0.193, -1.234], [7.126, -0.754, -0.911], [9.355, -0.965, -1.633], [10.480, -0.349, -1.989], [9.469, 2.980, -1.612], [7.361, 1.828, -0.945], [9.260, -2.038, -1.617], [11.369, -0.892, -2.283], [9.556, -3.161, 0.303], [9.394, -3.783, 1.334], [8.474, -4.945, 1.395], [8.295, -5.619, 2.527], [9.007, -5.235, 3.774], [8.842, -5.852, 4.803], [9.925, -4.072, 3.708], [10.106, -3.400, 2.575], [7.965, -5.205, 0.476], [7.629, -6.469, 2.598], [10.432, -3.806, 4.627], [10.766, -2.546, 2.504], [-8.712, -1.434, -1.484], [-8.464, -2.297, -0.664], [-9.327, -3.493, -0.536], [-9.057, -4.440, 0.358], [-7.891, -4.328, 1.264], [-7.644, -5.193, 2.083], [-7.027, -3.129, 1.134], [-7.291, -2.185, 0.237], [-10.175, -3.548, -1.208], [-9.669, -5.324, 0.469], [-6.178, -3.067, 1.803], [-6.672, -1.308, 0.128], [-10.309, 0.662, -7.299], [-10.572, -0.156, -6.442], [-11.456, -1.314, -6.734], [-11.747, -2.212, -5.797], [-11.201, -2.094, -4.422], [-11.467, -2.917, -3.571], [-10.318, -0.937, -4.128], [-10.028, -0.041, -5.068], [-11.842, -1.379, -7.743], [-12.389, -3.063, -5.988], [-9.932, -0.873, -3.119], [-9.385, 0.810, -4.878], [-2.821, 6.776, -1.167], [-3.549, 6.595, -0.214], [-5.025, 6.569, -0.361], [-5.818, 6.365, 0.688], [-5.258, 6.153, 2.048], [-5.981, 5.965, 3.001], [-3.781, 6.179, 2.193], [-2.989, 6.383, 1.144], [-5.411, 6.724, -1.360], [-6.897, 6.343, 0.606], [-3.394, 6.024, 3.191], [-1.909, 6.406, 1.226], [-7.864, -6.505, -1.480], [-6.867, -7.199, -1.434], [-5.837, -7.050, -0.376], [-4.754, -7.822, -0.357], [-4.527, -8.865, -1.386], [-3.540, -9.568, -1.365], [-5.556, -9.016, -2.443], [-6.639, -8.245, -2.464], [-6.013, -6.292, 0.371], [-3.991, -7.729, 0.406], [-5.373, -9.782, -3.186], [-7.403, -8.338, -3.226], [9.824, -0.326, 3.489], [9.317, 0.697, 3.902], [10.125, 1.758, 4.551], [9.558, 2.877, 4.993], [8.096, 3.110, 4.854], [7.584, 4.132, 5.255], [7.292, 2.044, 4.207], [7.860, 0.926, 3.765], [11.188, 1.570, 4.639], [10.125, 3.667, 5.469], [6.228, 2.225, 4.117], [7.287, 0.135, 3.297]]}

---

(2)
{"formula": "C61H60F4N3O6PS2", "method": "ωB97M-V/def2-TZVPD", "smiles": "CCCOc1cc(CCO)c(P(CC)CC)c2c1C(=O)c1c(-c3ccccn3)cc(CCCSC(=S)n3ccnc3)c(CC(=O)O)c1C2=O.Fc1ccccc1.Fc1ccccc1.Fc1ccccc1.Fc1ccccc1", "spin_multiplicity": 1, "homo_lumo_gap_ev": 6.0, "symbols": ["C", "C", "C", "O", "C", "C", "C", "C", "C", "O", "C", "P", "C", "C", "C", "C", "C", "C", "C", "O", "C", "C", "C", "C", "C", "C", "C", "N", "C", "C", "C", "C", "C", "S", "C", "S", "N", "C", "C", "N", "C", "C", "C", "C", "O", "O", "C", "C", "O", "H", "H", "H", "H", "H", "H", "H", "H", "H", "H", "H", "H", "H", "H", "H", "H", "H", "H", "H", "H", "H", "H", "H", "H", "H", "H", "H", "H", "H", "H", "H", "H", "H", "H", "H", "H", "H", "H", "H", "H", "F", "C", "C", "C", "C", "C", "C", "H", "H", "H", "H", "H", "F", "C", "C", "C", "C", "C", "C", "H", "H", "H", "H", "H", "F", "C", "C", "C", "C", "C", "C", "H", "H", "H", "H", "H", "F", "C", "C", "C", "C", "C", "C", "H", "H", "H", "H", "H"], "xyz": [[4.051, -3.389, 4.111], [2.705, -2.991, 3.512], [2.297, -3.924, 2.422], [3.276, -4.094, 1.408], [3.535, -2.975, 0.701], [4.510, -2.192, 1.035], [4.804, -1.116, 0.386], [5.921, -0.320, 0.962], [5.418, 0.442, 2.186], [5.045, 1.734, 1.750], [4.124, -0.765, -0.704], [4.623, 0.779, -1.533], [6.009, 0.510, -2.723], [7.302, 1.025, -2.110], [3.236, 1.644, -2.340], [3.489, 3.137, -2.396], [3.126, -1.591, -1.058], [2.830, -2.657, -0.363], [1.690, -3.477, -0.806], [1.698, -4.695, -0.788], [0.544, -2.691, -1.329], [-0.722, -3.007, -1.080], [-1.049, -4.161, -0.248], [-0.965, -4.048, 1.062], [-1.212, -5.043, 1.873], [-1.594, -6.188, 1.335], [-1.697, -6.233, 0.020], [-1.429, -5.274, -0.808], [-1.647, -2.243, -1.584], [-1.384, -1.204, -2.310], [-2.521, -0.412, -2.831], [-3.531, 0.033, -1.789], [-2.965, 0.723, -0.585], [-2.338, 2.351, -1.090], [-2.711, 3.411, 0.236], [-2.547, 3.032, 1.782], [-3.151, 4.653, -0.283], [-2.446, 5.787, -0.339], [-3.264, 6.612, -0.938], [-4.417, 6.040, -1.216], [-4.347, 4.866, -0.817], [-0.132, -0.876, -2.569], [0.192, 0.310, -3.380], [-0.330, 0.221, -4.778], [-0.302, -0.788, -5.452], [-0.798, 1.392, -5.283], [0.827, -1.647, -2.055], [2.284, -1.402, -2.271], [2.745, -1.143, -3.368], [3.872, -4.058, 4.922], [4.665, -3.875, 3.391], [4.532, -2.505, 4.467], [2.686, -1.967, 3.198], [1.990, -3.125, 4.298], [2.158, -4.883, 2.876], [1.363, -3.659, 1.972], [5.082, -2.458, 1.891], [6.689, -0.992, 1.287], [6.309, 0.398, 0.278], [6.204, 0.529, 2.917], [4.552, -0.053, 2.580], [4.343, 2.060, 2.306], [5.805, 1.154, -3.556], [6.125, -0.507, -3.036], [7.113, 1.862, -1.478], [8.028, 1.264, -2.863], [7.721, 0.241, -1.511], [2.321, 1.408, -1.837], [3.193, 1.317, -3.360], [4.532, 3.337, -2.518], [3.024, 3.489, -3.295], [3.075, 3.649, -1.554], [-0.656, -3.114, 1.469], [-1.116, -4.934, 2.925], [-1.819, -7.018, 1.942], [-2.034, -7.149, -0.410], [-2.675, -2.472, -1.413], [-2.188, 0.475, -3.320], [-3.033, -1.003, -3.570], [-4.037, -0.841, -1.433], [-4.270, 0.686, -2.213], [-3.757, 0.884, 0.115], [-2.201, 0.192, -0.054], [-1.469, 5.947, 0.018], [-3.027, 7.611, -1.180], [-5.104, 4.138, -0.913], [1.239, 0.434, -3.481], [-0.174, 1.197, -2.896], [-1.298, 1.808, -4.582], [5.048, 1.043, -8.375], [3.706, 1.202, -8.393], [3.146, 2.048, -9.326], [1.768, 2.206, -9.343], [0.976, 1.528, -8.429], [1.560, 0.684, -7.495], [2.937, 0.514, -7.478], [3.782, 2.573, -10.025], [1.313, 2.860, -10.074], [-0.098, 1.656, -8.441], [0.945, 0.156, -6.776], [3.412, -0.146, -6.763], [-3.449, 6.645, 5.890], [-4.190, 6.624, 4.761], [-3.557, 6.461, 3.549], [-4.310, 6.428, 2.387], [-5.688, 6.577, 2.458], [-6.309, 6.747, 3.688], [-5.558, 6.765, 4.853], [-2.480, 6.359, 3.515], [-3.827, 6.279, 1.440], [-6.277, 6.558, 1.551], [-7.382, 6.866, 3.741], [-6.023, 6.888, 5.822], [-3.451, -8.400, 2.908], [-4.660, -7.835, 2.691], [-5.790, -8.613, 2.828], [-7.031, -8.035, 2.611], [-7.124, -6.698, 2.254], [-5.974, -5.935, 2.118], [-4.728, -6.502, 2.341], [-5.694, -9.655, 3.100], [-7.926, -8.630, 2.722], [-8.094, -6.252, 2.082], [-6.045, -4.894, 1.836], [-3.824, -5.918, 2.245], [1.997, 2.375, 6.917], [0.759, 2.612, 6.439], [-0.256, 1.725, 6.734], [-1.529, 1.978, 6.244], [-1.762, 3.102, 5.467], [-0.725, 3.977, 5.181], [0.547, 3.736, 5.672], [-0.049, 0.854, 7.339], [-2.338, 1.298, 6.472], [-2.754, 3.302, 5.084], [-0.909, 4.853, 4.575], [1.367, 4.411, 5.469]]}

---

For the records above, the corresponding E values read -104533.1730; -122809.1334 eV.